DFT (ωB97M-V/def2-TZVPD) results for a single C2H3NOS molecule in a non-equilibrium geometry.

Atoms and positions in Å:
S  -3.0481  -0.3441  -0.1800
O  -0.5944  -0.4286  -0.4523
N  0.6326  0.2964  -0.5820
C  1.6758  -0.4493  0.0245
C  -1.5932  0.5778  0.0506
H  2.6279  0.1209  0.0692
H  -1.4035  1.6402  0.3869
H  1.7028  -1.4133  0.6831

## Properties
SMILES = C=NOC=S

DFT (ωB97M-V/def2-TZVPD) results for a single C2H3NOS molecule in a non-equilibrium geometry.

Atoms and positions in Å:
S  0.9529  -1.4014  -0.0880
O  -0.4855  2.1982  -0.4476
N  -1.4015  -0.3946  0.5064
C  0.3136  1.3316  -0.1455
C  -0.1553  -0.1682  0.1243
H  1.3128  1.7275  0.0091
H  -2.2235  0.2185  0.4882
H  -1.5902  -1.3273  1.0743

## Properties
SMILES = NC(=S)C=O

DFT (ωB97M-V/def2-TZVPD) results for a single C2H3NOS molecule in a non-equilibrium geometry.

Atoms and positions in Å:
S  0.5738  -0.6481  -1.1008
O  -0.4847  0.0925  1.0379
N  -1.0229  1.0377  0.1467
C  -0.6306  0.6663  -0.9366
C  0.6345  -0.6586  0.7099
H  1.5008  -0.1954  0.9264
H  -1.2302  1.3210  -1.7377
H  0.6593  -1.6154  0.9541

## Properties
SMILES = C1=NOCS1

DFT (ωB97M-V/def2-TZVPD) results for a single C2H3NOS2 molecule in a non-equilibrium geometry.

Atoms and positions in Å:
S  3.3283  0.2391  -0.0995
S  0.6832  -0.8911  -0.5865
O  -1.6960  1.2376  -0.4415
N  -1.9678  -0.0527  0.2302
C  1.7541  0.2271  0.2527
C  -1.0316  -0.8964  0.2176
H  1.0268  1.0272  0.8793
H  -1.0294  0.9445  -1.3270
H  -1.0676  -1.8352  0.8747

## Properties
SMILES = O/N=C\SC=S

Values of total energy, in order: -606.0087; -606.1555; -606.0680; -1004.2291, all in Eh.
Values of relative energy (zero: lowest compared OMol25 entry of this formula, charge and spin), in order: 469.1; 83.8; 313.3; 416.0, all in kJ/mol.